# CH13NO4

5 unconnected molecules or ions with the total composition CH13NO4 in a non-equilibrium geometry (ωB97M-V/def2-TZVPD, OMol25).

Computed properties:
**SMILES**: CN.O.O.O.O
**HOMO**: -9.9435 eV
**Orbital gap**: 10.4 eV
**Multiplicity**: 1
**Energy relative to the best compared isomer or geometry (same formula, charge and spin)**: 16.6 kcal per mole

The geometry in XYZ format:
```
19
Properties=species:S:1:pos:R:3:forces:R:3
C -1.2200 0.5132 1.5224 -1.726 2.881 0.579
N -0.8115 -0.8571 1.5373 -0.385 -0.796 0.672
H -0.4261 1.2838 1.6123 0.025 -0.781 -0.117
H -1.9555 0.8655 2.3246 0.821 -1.040 -0.820
H -1.7347 0.7485 0.5789 0.101 -0.020 0.123
H 0.1818 -0.8478 1.5276 1.110 -0.546 -0.278
H -1.0670 -1.3496 2.3935 -0.132 0.272 -0.318
O -1.3822 -1.5545 -1.1333 -0.175 0.554 0.555
H -1.3130 -1.3854 -0.1272 0.468 -0.638 -1.090
H -0.7389 -2.2136 -1.4185 -0.127 -0.139 0.625
O 0.4814 0.0808 -2.2556 -0.413 1.111 -1.935
H 0.2437 0.5322 -3.1276 0.471 -1.013 1.826
H -0.3221 -0.4068 -1.9761 -0.216 -0.047 0.159
O 2.1029 -0.5992 0.6290 0.376 -1.322 -3.064
H 2.1839 -0.6664 -0.4017 -0.070 -0.218 2.800
H 1.7785 0.2888 0.6410 -0.046 1.410 0.384
O 1.4371 1.8397 -0.3672 -2.386 -3.009 0.513
H 0.8696 1.2549 -0.9909 1.019 0.751 1.173
H 1.6918 2.4729 -0.9684 1.285 2.590 -1.788
```
Forces are in eV/Å.